Entry from OMol25: a cluster of 5 separate species, C44H58BF35I2N3O11 in total in a non-equilibrium geometry (ωB97M-V/def2-TZVPD).

Summary:
- Highest occupied orbital energy: -11.3 eV
- E_tot: -6818.78973 hartree
- Net charge: +1

Each line ends with the Mulliken charge.
Positions of all 154 atoms, in Å:
C 0.34510 5.26192 -0.10915  -1.36
C 1.03135 4.07273 0.57725  -0.47
C 0.13548 2.84009 0.49537  -0.84
C 0.84568 1.49595 0.65088  -1.44
C 1.57274 0.99875 -0.62414  2.17
C 1.33287 1.84110 -1.86843  -1.15
C 2.32219 1.58125 -3.02587  -0.34
C 3.80350 1.92521 -2.88549  -0.02
O 4.59904 1.49843 -3.67131  -0.56
O 4.19890 2.71075 -1.84432  -0.28
N -0.01846 1.51877 -2.38422  1.07
C -0.28840 0.21841 -2.61449  -2.45
N -0.82977 -0.22866 -3.72748  1.01
C -1.24171 0.66469 -4.82071  -1.68
C -2.71179 1.09903 -4.67138  -0.27
C -2.94987 2.58123 -4.97048  -0.71
C -4.31453 3.06477 -4.43077  -0.83
C -4.21645 4.11221 -3.30444  -0.19
C -5.29974 5.18856 -3.38520  -1.20
C -6.71256 4.63298 -3.16519  -0.57
C -7.16455 4.78387 -1.71281  -0.49
O -8.11502 3.79275 -1.36365  -0.32
C -9.38820 4.28178 -0.98354  -0.74
C -1.09334 -1.66272 -3.86771  -1.18
O 0.13277 -2.35801 -3.94716  -0.15
C 0.49989 -2.78240 -5.18181  0.92
F 0.44677 -1.78109 -6.07608  -0.27
F 1.71019 -3.23531 -5.11413  -0.22
F -0.31947 -3.72062 -5.63731  -0.27
N -0.04457 -0.72139 -1.58617  2.12
C -1.22804 -0.91904 -0.78294  -0.65
I -2.54659 0.70233 -0.41234  0.02
C -1.67114 -2.11873 -0.36175  0.44
C -2.92275 -2.33975 0.44825  -1.27
I -0.74343 -3.92069 -0.86222  0.16
C 1.29134 -0.47370 -0.94946  -2.61
O 1.43278 -1.25851 0.18684  -0.64
B 2.64645 -1.95286 0.22012  1.08
O 2.99992 -2.84370 -0.76822  -0.40
O 3.52893 -1.63571 1.23122  -0.53
H -0.73739 5.19493 0.02548  0.27
H 0.56818 5.29085 -1.17821  0.29
H 0.65187 6.20109 0.32723  0.46
H 1.18373 4.31294 1.63261  0.51
H 2.00716 3.87821 0.12404  0.21
H -0.45289 2.88186 -0.42314  0.09
H -0.59343 2.91265 1.30822  0.68
H 0.15828 0.73143 1.01804  0.43
H 1.59983 1.59298 1.43629  0.50
H 2.64762 1.04689 -0.43778  0.98
H 1.38726 2.90338 -1.64081  0.69
H 2.33325 0.52721 -3.30391  -0.15
H 1.98245 2.16382 -3.88694  0.65
H 5.12852 2.48780 -1.68459  0.25
H -0.40369 2.18380 -3.04180  0.31
H -1.09946 0.09794 -5.73955  0.71
H -0.58355 1.53159 -4.84957  0.40
H -3.34247 0.49664 -5.32968  0.49
H -3.04672 0.88440 -3.65086  0.26
H -2.93684 2.72678 -6.05209  0.30
H -2.16114 3.18270 -4.51102  0.32
H -4.90885 3.49272 -5.24154  0.51
H -4.88062 2.20552 -4.06506  0.42
H -4.25330 3.62796 -2.32268  0.01
H -3.24401 4.61292 -3.36397  0.51
H -5.09784 5.94179 -2.61605  0.42
H -5.21616 5.69656 -4.34881  0.45
H -7.42457 5.14022 -3.82007  0.30
H -6.77300 3.56976 -3.41043  0.36
H -7.58822 5.78162 -1.56421  0.37
H -6.30126 4.67605 -1.04511  0.24
H -9.29959 5.11827 -0.28495  0.34
H -9.91415 3.46500 -0.49199  0.24
H -9.96791 4.59385 -1.85739  0.31
H -1.65582 -2.03819 -3.01510  0.42
H -1.69326 -1.79974 -4.76688  0.52
H -3.03086 -3.38516 0.71853  0.54
H -2.89884 -1.75402 1.36853  0.22
H -3.79871 -2.03573 -0.13085  0.32
H 2.01854 -0.78935 -1.70701  0.59
H 2.71398 -3.74574 -0.59576  0.16
H 4.43778 -1.59944 0.91662  0.32
C 6.13852 5.82946 -1.09135  -0.61
C 7.58298 5.59342 -1.56262  0.82
C 8.44498 4.57434 -0.80777  0.20
F 8.65189 4.96422 0.46274  -0.22
F 9.63632 4.48136 -1.42957  -0.26
F 8.23950 6.76309 -1.65000  -0.27
F 7.46800 5.07320 -2.82202  -0.32
O 5.92138 6.99538 -0.32094  -0.38
C 6.02230 7.02404 1.04121  0.77
C 7.11365 8.00199 1.49529  0.18
F 8.30850 7.60496 1.02374  -0.22
F 7.14969 7.99458 2.84413  -0.25
F 6.19716 5.80525 1.57930  -0.28
F 4.86587 7.51669 1.53837  -0.31
H 5.58599 6.00624 -2.01311  0.40
H 5.70934 4.93587 -0.63526  0.32
H 7.96930 3.58832 -0.81244  0.19
H 6.88898 9.00733 1.13481  0.25
C -6.12848 0.36965 5.28511  -0.88
C -5.09723 -0.20575 4.30315  1.01
C -3.72245 0.46248 4.20828  0.04
F -3.81915 1.72405 3.74765  -0.22
F -2.98323 -0.24134 3.31208  -0.23
F -5.62729 -0.30606 3.06535  -0.26
F -4.82195 -1.46839 4.74309  -0.34
O -7.14369 1.18285 4.73727  -0.39
C -7.05078 2.53988 4.64157  0.79
C -7.18990 2.99593 3.18307  0.22
F -6.19010 2.47940 2.43669  -0.21
F -7.10327 4.34202 3.14188  -0.27
F -5.93436 3.03057 5.20412  -0.29
F -8.10227 3.07347 5.29957  -0.30
H -6.66228 -0.50668 5.64971  0.41
H -5.64785 0.82962 6.14897  0.35
H -3.21131 0.46135 5.17351  0.28
H -8.15115 2.67328 2.78037  0.23
C 5.45334 -5.90724 -0.15821  -0.85
C 6.91831 -6.13863 0.24258  0.91
C 7.25329 -7.36728 1.09612  0.08
F 6.65588 -7.28094 2.30141  -0.22
F 8.58733 -7.40007 1.28099  -0.26
F 7.41606 -5.02825 0.82340  -0.27
F 7.58497 -6.33960 -0.92976  -0.33
O 4.73207 -4.93402 0.58571  -0.27
C 4.00220 -5.23288 1.68899  0.77
C 4.45202 -4.42415 2.91209  0.52
F 5.72177 -4.73293 3.21928  -0.25
F 3.65228 -4.75783 3.94900  -0.26
F 3.94503 -6.54284 1.95141  -0.32
F 2.71162 -4.83552 1.43274  -0.35
H 5.51318 -5.47570 -1.15595  0.40
H 4.90556 -6.84496 -0.25123  0.35
H 6.93791 -8.28579 0.59409  0.31
H 4.36320 -3.35629 2.70545  0.05
C 0.78549 -8.46957 4.20021  -0.81
C 0.42180 -9.19507 2.89548  0.86
C -0.19318 -8.38129 1.75061  0.27
F -1.39080 -7.87298 2.10012  -0.24
F -0.37597 -9.20588 0.69380  -0.28
F -0.35914 -10.26070 3.15476  -0.27
F 1.60202 -9.65633 2.38191  -0.31
O -0.11093 -8.60443 5.28328  -0.40
C -1.10968 -7.71558 5.54309  0.83
C -2.48112 -8.40229 5.53292  0.17
F -2.73108 -8.91835 4.31467  -0.22
F -3.42333 -7.47474 5.81199  -0.25
F -1.09051 -6.64816 4.72453  -0.28
F -0.93253 -7.25328 6.80210  -0.31
H 1.68666 -8.97800 4.53999  0.41
H 1.05772 -7.43126 4.02120  0.45
H 0.47007 -7.56767 1.44601  0.11
H -2.50846 -9.19505 6.28203  0.25

Entry from OMol25: a structure of composition C44H58ClF6I2N4O7SSiTl in a non-equilibrium geometry (ωB97M-V/def2-TZVPD).

Summary:
- Highest occupied orbital energy: -8.1 eV
- E_tot: -4972.16827 hartree
- Net charge: 0

Each line ends with the Mulliken charge.
Positions of all 125 atoms, in Å:
Tl 0.72938 -0.00765 -1.31048  1.08
O -1.68293 -0.63587 -2.98987  -0.29
H -2.17040 -1.29536 -2.48452  0.22
H -1.83439 0.23784 -2.56241  0.18
O 1.64231 -1.07803 1.11193  0.19
H 2.59823 -0.93526 1.12503  -0.05
H 1.26845 -0.43661 1.73445  -0.35
O 1.31536 -3.79264 -3.90076  -0.30
N 1.12335 -2.74665 -3.38104  0.03
I -2.20543 0.22099 -5.57724  0.16
I -2.07892 1.59897 -7.88154  -0.21
C 1.36372 4.56628 0.48952  -1.99
C 1.34632 3.03665 0.70809  0.90
O 1.11434 2.30381 -0.38224  -0.39
C 0.26226 2.73107 1.78312  0.23
F 0.18007 1.41415 2.08361  0.24
F -0.96877 3.08165 1.33125  -0.21
F 0.42907 3.38328 2.95397  -0.32
C 2.73605 2.66182 1.32212  0.32
F 3.70254 2.85986 0.40681  -0.30
F 3.08483 3.38031 2.41151  -0.32
F 2.81439 1.36001 1.68440  -0.05
H 0.40298 4.88081 0.08716  0.30
H 2.13919 4.78938 -0.24183  0.44
H 1.57894 5.09536 1.41678  0.51
C -6.86892 0.89873 2.32379  -1.93
C -5.69051 1.10448 3.29181  1.67
C -5.94395 0.24334 4.53358  -1.78
C -5.67416 2.57831 3.71531  -1.73
C -4.35530 0.77025 2.54184  2.10
O -4.30669 1.57705 1.35756  -0.58
C -3.05440 1.03902 3.32241  -0.66
C -2.69551 0.13141 4.51562  -0.68
C -1.20988 0.22867 4.77205  -0.49
C -0.66993 1.35356 5.38596  -0.21
C 0.69939 1.48501 5.55459  -1.04
C 1.53685 0.47853 5.10253  0.63
Cl 3.25187 0.64772 5.28044  -0.24
C 1.02010 -0.65987 4.50745  -1.10
C -0.35148 -0.77610 4.34043  -0.06
C -4.37273 -0.68323 2.01893  -2.07
N -3.11365 -1.02565 1.39278  1.31
C -2.50551 -0.44610 0.34914  -0.69
N -1.33818 -1.02558 0.14503  0.31
C -1.27816 -1.98178 1.10489  -1.12
N -2.34055 -2.01814 1.87628  -1.10
H -7.76008 1.38782 2.71830  0.53
H -7.10201 -0.16013 2.20028  0.37
H -6.64756 1.32676 1.34785  0.31
H -6.95483 0.44173 4.89336  0.50
H -5.25620 0.48234 5.34216  0.30
H -5.87535 -0.82355 4.32009  0.29
H -6.63360 2.83953 4.16287  0.49
H -5.51342 3.22803 2.85498  0.28
H -4.90011 2.77446 4.45834  0.31
H -3.69416 2.30833 1.49383  0.35
H -3.05125 2.07942 3.65636  1.05
H -2.24299 0.94882 2.59560  -0.65
H -2.94919 -0.90644 4.29869  0.59
H -3.23600 0.44349 5.40880  0.39
H -1.32678 2.14046 5.73906  0.39
H 1.11487 2.36769 6.02020  0.43
H 1.68378 -1.44660 4.17330  0.53
H -0.76315 -1.65900 3.86881  0.51
H -5.16957 -0.78295 1.28350  0.56
H -4.52374 -1.39827 2.82129  0.29
H -2.90061 0.38874 -0.20429  0.65
H -0.43434 -2.64157 1.21821  0.77
C -4.32537 3.08713 -3.12817  -0.76
C -3.42887 4.32142 -3.19861  -0.54
C -2.38908 4.36874 -2.08692  -0.92
S -1.05160 3.09524 -1.95572  0.56
O -1.76119 1.77349 -1.77599  -0.58
C -0.50819 3.07078 -3.70938  -0.44
C 0.66256 4.01981 -3.95951  -0.68
C 1.97833 3.47116 -3.41060  -0.68
H -5.05399 3.09422 -3.93919  0.38
H -4.86776 3.06327 -2.18101  0.25
H -3.73548 2.17633 -3.20544  -0.04
H -4.04520 5.22077 -3.11029  0.40
H -2.94118 4.37368 -4.17399  0.27
H -2.87352 4.28816 -1.11056  0.38
H -1.82645 5.30635 -2.11824  0.52
H -1.35622 3.30538 -4.34745  0.29
H -0.20879 2.03508 -3.87200  0.19
H 0.44641 4.99509 -3.51121  0.25
H 0.76131 4.17949 -5.03576  0.38
H 1.86318 3.15689 -2.37307  -0.04
H 2.76982 4.22005 -3.46225  0.42
H 2.29849 2.60729 -3.99886  0.25
O 2.03640 -2.43598 -2.43597  0.46
Si 3.37966 -3.48075 -2.10358  -0.35
C 4.31966 -2.47782 -0.82822  0.96
C 5.19140 -1.46063 -1.22212  -0.35
C 5.90260 -0.72795 -0.28462  -0.76
C 5.75546 -1.00336 1.06708  -0.49
C 4.89604 -2.01312 1.47784  -0.51
C 4.18913 -2.74769 0.53560  -0.56
C 4.35691 -3.58268 -3.70035  1.05
C 5.21744 -4.64541 -3.97340  -0.61
C 5.98547 -4.66261 -5.12696  -0.72
C 5.90295 -3.61527 -6.03200  -0.51
C 5.05176 -2.54996 -5.77713  -0.70
C 4.28638 -2.53519 -4.62161  -0.31
C 2.72381 -5.03687 -1.29578  0.50
C 1.38135 -5.15592 -0.93541  0.00
C 0.92391 -6.26699 -0.24371  -0.69
C 1.80223 -7.28399 0.10002  -0.47
C 3.14253 -7.17949 -0.24340  -0.87
C 3.59593 -6.06487 -0.93054  -0.13
H 5.31953 -1.24528 -2.27692  0.40
H 6.57614 0.05320 -0.61157  0.42
H 6.30987 -0.43320 1.80081  0.40
H 4.78250 -2.23339 2.53199  0.42
H 3.52493 -3.53910 0.86321  0.27
H 5.28605 -5.47753 -3.28292  0.16
H 6.65231 -5.49457 -5.31307  0.42
H 6.50231 -3.63816 -6.93274  0.37
H 4.98777 -1.72728 -6.47758  0.41
H 3.62632 -1.69534 -4.43284  0.42
H 0.67942 -4.36915 -1.18711  0.19
H -0.12229 -6.33299 0.02656  0.42
H 1.44629 -8.15370 0.63659  0.38
H 3.83790 -7.96330 0.02802  0.40
H 4.64935 -5.98637 -1.17584  0.31